DFT (ωB97M-V with the def2-TZVPD basis set) results for a molecular structure, C47H52IrN5O2PSi2Te at a distorted geometry.

Summary:
LUMO level (alpha / beta)   -9.02 / -11.38 eV
Frontier orbital gap (alpha / beta)   7.22 / 5.49 eV
<S²>   8.7963
Multiplicity   6
Net charge   +4

Geometry (Å):
Ir 2.8652 -1.9440 1.3551
O 0.0604 -3.2767 0.1799
N 1.4150 -3.4080 0.5337
C 1.7697 -4.6310 0.3346
C 3.0527 -5.3491 0.4402
C 2.9281 -6.7573 0.3681
C 4.0147 -7.5908 0.4482
C 5.2760 -6.9936 0.7992
C 5.4331 -5.6074 0.7028
C 4.3591 -4.7855 0.4191
P 4.6521 -3.0407 0.2611
C 6.2574 -2.6528 0.8966
C 6.2403 -2.2538 2.2175
C 7.4299 -1.8319 2.8287
C 8.5469 -1.7530 2.0440
C 8.5529 -1.9817 0.6565
C 7.3976 -2.4798 0.0619
C 4.6203 -2.8399 -1.5482
C 3.8586 -3.6339 -2.4101
C 3.9328 -3.2558 -3.7469
C 4.5991 -2.1390 -4.1755
C 5.2890 -1.3311 -3.2709
C 5.2813 -1.6773 -1.9465
H -0.1901 -2.5574 0.7500
H 0.8748 -5.3206 0.0944
H 1.9202 -7.1189 0.2201
H 3.9873 -8.6219 0.3368
H 6.1688 -7.5972 0.7931
H 6.3616 -5.2081 0.8726
H 5.3649 -2.2923 2.8263
H 7.4789 -1.4429 3.8018
H 9.4457 -1.4236 2.6024
H 9.4272 -1.8578 0.0520
H 7.4190 -2.7838 -0.9634
H 3.1900 -4.4521 -2.0670
H 3.5137 -3.7842 -4.5748
H 4.4375 -1.8459 -5.2551
H 5.7998 -0.4419 -3.5870
H 5.8724 -1.0355 -1.2277
C -0.8050 11.1776 4.0654
O -0.4505 9.9832 4.8638
C -0.2594 8.8155 4.4318
C -0.2339 8.5339 3.0042
C -0.0074 7.2712 2.5465
C 0.2834 6.2675 3.4955
C 0.2829 6.5119 4.8769
C 0.0659 7.7851 5.3826
C 0.6800 4.9391 3.0639
N 0.7340 3.9715 3.8888
C 1.2191 2.8987 3.2465
C 1.3373 3.2720 1.8407
N 1.0403 4.5645 1.7942
C 1.7406 2.3087 0.8540
C 2.0450 2.6364 -0.5037
C 2.5867 1.6806 -1.2702
C 2.6862 0.3411 -0.8489
N 2.3543 0.0705 0.4384
C 1.9154 1.0319 1.2863
C 1.8239 0.5671 2.6605
N 1.9875 -0.7397 2.9463
C 1.7660 -1.1303 4.2271
C 1.3992 -0.2638 5.2225
C 1.2625 1.0949 4.9536
C 1.5069 1.5432 3.6238
H -1.7817 10.9970 3.5915
H 0.0190 11.3662 3.3488
H -0.9170 11.9452 4.8946
H -0.4493 9.3434 2.3006
H 0.0337 7.1971 1.4682
H 0.4941 5.6971 5.5400
H 0.1154 8.1303 6.4208
H 1.0339 5.1168 0.9700
H 1.7728 3.6463 -0.9007
H 2.9325 1.9035 -2.2552
H 2.8780 -0.5713 -1.4062
H 1.8575 -2.1729 4.3805
H 1.2950 -0.6594 6.2286
H 0.9972 1.8958 5.6333
C -4.6466 1.6867 -4.1799
Si -4.6164 -0.0416 -5.0135
C -3.1116 -0.8354 -4.3565
C -4.4537 0.0730 -6.8878
C -6.1456 -1.0934 -4.4918
Te -6.3818 -0.8890 -2.3857
C -8.3693 -0.4231 -2.1104
Si -9.3263 -1.8578 -1.2178
C -11.1437 -1.4994 -1.4980
C -8.6233 -3.4819 -1.9054
C -8.6002 -1.6440 0.5894
H -3.8792 2.0767 -4.8696
H -4.3897 1.7099 -3.1053
H -5.5257 2.3422 -4.2713
H -2.3306 -0.1881 -3.9633
H -2.5514 -1.4606 -5.1320
H -3.4772 -1.4963 -3.5948
H -3.7020 0.8590 -7.0995
H -5.3499 0.3463 -7.4008
H -3.9360 -0.7825 -7.2931
H -6.1217 -2.1454 -4.6939
H -7.0984 -0.7873 -4.8935
H -8.7837 0.1459 -2.9754
H -8.3777 0.2080 -1.2578
H -11.1770 -1.2190 -2.6080
H -11.5538 -0.7287 -0.8513
H -11.6240 -2.4303 -1.3782
H -8.9310 -3.7055 -2.9794
H -8.9450 -4.4028 -1.3817
H -7.5255 -3.3557 -1.8627
H -8.9157 -0.6876 1.0595
H -7.5581 -1.8355 0.4020
H -8.9743 -2.4259 1.1786

=====

DFT (ωB97M-V with the def2-TZVPD basis set) results for a molecular structure, C33H36BCl3N3O2P2Se2W at a distorted geometry.

Summary:
Relative energy (zero: lowest compared OMol25 entry of this formula, charge and spin)   1.395 eV
LUMO level (alpha / beta)   -11.00 / -10.73 eV
Frontier orbital gap (alpha / beta)   5.84 / 6.12 eV
Multiplicity   1
Net charge   +3

Geometry (Å):
W -0.7427 -0.5877 0.6337
O -2.8675 -1.8628 -0.9003
C -2.9247 -3.1661 -1.4798
C -1.8232 -4.0414 -0.8932
C -2.0872 -5.4769 -1.4126
O -1.0420 -6.2948 -0.9369
C -1.8755 -4.1328 0.6266
Se -1.5206 -2.5573 1.7588
C -0.4273 -3.6873 -1.3822
Se 0.3050 -1.8953 -1.0870
H -3.5831 -1.3238 -1.2597
H -2.8119 -3.1094 -2.5662
H -3.8934 -3.6240 -1.2599
H -2.1217 -5.4571 -2.5075
H -3.0632 -5.8116 -1.0463
H -1.1525 -7.1972 -1.2574
H -1.1876 -4.8997 0.9793
H -2.8793 -4.4043 0.9606
H -0.3517 -3.7814 -2.4679
H 0.3153 -4.3606 -0.9509
C 1.8522 2.1956 3.2179
N 0.8855 1.1446 2.8207
P 1.3159 -0.4263 2.2699
C 1.4327 -1.5087 3.7002
C 1.6205 -2.8697 3.4621
C 1.8741 -3.7231 4.5222
C 1.9555 -3.2192 5.8156
C 1.7877 -1.8613 6.0515
C 1.5284 -1.0007 4.9943
C 3.0096 -0.4089 1.6427
C 3.3782 -0.6524 0.3200
C 4.7163 -0.6611 -0.0410
C 5.6980 -0.4171 0.9085
C 5.3416 -0.1926 2.2325
C 4.0087 -0.2081 2.6048
P -0.5529 1.4724 2.0289
C -1.2138 3.0871 2.2938
C -1.5852 3.4166 3.6044
C -2.1180 4.6689 3.8413
C -2.2994 5.5641 2.7877
C -1.9400 5.2241 1.4906
C -1.3817 3.9824 1.2335
C -1.8234 0.4017 2.7519
C -3.1358 0.4686 2.2059
C -4.1824 -0.1902 2.8149
C -3.9626 -0.8943 3.9941
C -2.6987 -0.9105 4.5897
C -1.6457 -0.2674 3.9834
H 2.5293 1.8006 3.9700
H 1.3037 3.0279 3.6540
H 2.4300 2.5407 2.3613
H 1.5878 -3.2627 2.4510
H 2.0206 -4.7794 4.3415
H 2.1598 -3.8874 6.6414
H 1.8651 -1.4701 7.0570
H 1.4033 0.0588 5.1868
H 2.6409 -0.8620 -0.4393
H 4.9902 -0.8657 -1.0674
H 6.7413 -0.4217 0.6226
H 6.1037 -0.0286 2.9824
H 3.7590 -0.0922 3.6517
H -1.4647 2.7120 4.4194
H -2.4056 4.9477 4.8459
H -2.7306 6.5364 2.9864
H -2.0912 5.9242 0.6804
H -1.0960 3.7133 0.2225
H -3.3377 1.0741 1.3353
H -5.1748 -0.1332 2.3887
H -4.7880 -1.4012 4.4783
H -2.5518 -1.4114 5.5374
H -0.6803 -0.2621 4.4621
B -2.6910 2.4663 -2.2931
C -2.2780 1.4473 -1.2460
N -1.8972 0.6832 -0.4435
H -2.0923 3.4706 -1.9707
H -2.3169 2.0032 -3.3434
H -3.8879 2.5821 -2.2193
Cl 1.5052 3.6294 -2.3872
C 2.4423 2.3497 -1.6308
Cl 3.5337 2.9856 -0.3952
Cl 3.3094 1.3819 -2.8213
C 1.4987 1.4607 -0.9524
N 0.7518 0.7786 -0.4199